The following is a quantum chemistry calculation of a molecular structure, C34H53Br2ClI2N3O15P2SSi, from OMol25.

The geometry in ORCA input format:
```
! RIJCOSX wB97M-V def2-TZVPD def2/J DEFGRID3
* xyz 1 1
C 3.50465 1.61551 0.72824
C -4.11927 -1.20062 4.89359
O 3.95770 3.08826 -6.14076
H -3.44175 1.38461 -2.65347
H -0.69981 -2.40409 -1.90801
C -1.66673 -4.30988 11.48014
O 1.92117 2.60473 -6.92830
H 4.51137 0.10763 -2.66444
H -0.42709 0.24049 -0.12159
H -0.77753 -4.02735 9.51095
N 3.72623 1.03869 1.71664
H -1.92524 3.85135 -5.23706
H -4.22436 -4.72576 0.91612
H 2.51350 -0.09654 -6.69661
C 2.15572 4.84894 -4.92647
H -1.50215 -0.20518 -5.42021
H -5.36904 -4.10814 2.11084
C 3.97269 0.05434 -1.65967
C 5.13304 -0.10457 -0.64631
H 6.20090 3.73568 -5.54123
H -1.65622 -1.44656 -0.73207
C 0.30284 1.06475 -0.42785
H -2.05598 -1.59556 5.37430
H -1.01141 2.53215 1.46305
H 4.09102 0.03719 -5.79460
H 5.22168 2.44008 -1.95164
C -3.28226 -1.06811 7.08842
H -2.54258 0.12981 5.42844
C 1.68867 -1.36198 0.11920
C 0.62572 1.50866 1.05005
H -1.67275 3.29684 -2.48902
I 5.25698 4.86758 -2.96760
C -0.25546 2.27657 -4.99351
O -1.11242 -2.81347 2.18964
H 2.62976 -1.88235 0.43032
H -3.53725 -3.41756 3.56816
C 6.69366 3.00018 -4.86749
O -2.14048 -2.55664 9.99740
C -3.33701 -3.10061 10.34418
C -2.67238 0.93918 -1.94340
C 2.13571 2.49037 -4.05642
C 0.58036 2.10234 -3.65816
H -4.91812 0.36830 7.12657
C -2.84676 -0.89670 5.64456
H -2.47358 -1.44131 -4.55205
H -3.17035 -2.11413 7.38440
O -5.18473 -1.12181 5.72166
C -1.75792 2.73868 -5.09926
H -2.80767 -4.85355 2.78944
C -4.74903 -0.70735 7.02861
H 5.24413 1.38406 -4.83507
H 3.00619 -1.46558 -4.64139
C 3.18094 2.32063 -2.77417
C -1.08048 -3.44404 10.38491
P 1.15204 -0.31861 -4.30520
H 1.36925 -1.72391 -1.93741
C 1.40805 -0.89108 -1.16448
S 2.78637 2.22654 -5.75621
O -0.64914 1.67253 1.74363
Br 2.94782 4.07037 -1.60627
C -2.11327 -0.36880 -4.49296
H -4.69014 -2.61672 -0.06644
H 0.87784 -1.27885 0.90580
H -3.04834 0.24783 -4.66253
O 2.66490 -0.92743 -3.90102
H 1.03479 2.56839 1.03418
H -3.78296 -4.47962 11.93743
I 7.29248 0.65176 -3.34012
C -2.27820 -2.95522 1.92294
Si -1.24245 0.01915 -2.82581
Cl 5.35842 -1.68194 0.29987
O 2.03243 3.95816 -3.94549
C 5.68913 2.03608 -4.05017
H 0.17408 3.24322 -5.42260
H 3.69776 -1.04112 -1.75888
O -2.91179 -2.25609 0.94504
C -4.31280 -2.58062 0.95719
H -1.58682 -3.79600 12.44178
C 1.26723 0.66072 -1.61643
H -0.09666 1.54664 -5.82676
H -3.22671 2.47542 -6.37879
P -0.28089 3.56772 -2.73566
C -4.40152 -3.92723 1.64263
H -2.46460 2.44670 -4.28305
C 2.81911 1.12377 -1.62758
H -3.35236 0.25692 -1.33529
C -3.24571 -3.86964 2.62533
N 0.46146 0.73023 -2.92741
H -2.44017 -2.08335 -2.20371
O -2.29884 2.16464 -6.33223
H -0.39949 1.93195 -0.64009
O -0.43333 4.89104 -3.43755
H 7.19812 2.27211 -5.58556
H -4.84453 -1.80076 1.50304
O -4.39693 -2.60972 10.06453
H -3.30406 -5.23051 10.38135
H -5.32924 -1.22600 7.79102
C -1.46841 -1.60605 -1.85459
H 7.53958 3.38216 -4.24382
O 5.96857 0.68640 -0.30548
N 2.12436 5.41331 -5.94031
C -3.12615 -4.40423 11.07282
C 4.74622 2.66349 -2.96378
H 1.20350 0.81577 1.70206
C 3.35852 0.60816 -6.41967
H 0.23303 3.81549 -1.43514
H -2.43768 1.74982 -1.21604
H 3.87309 0.80215 -7.40895
O -4.20449 -1.44590 3.71496
H -0.22703 -2.86318 10.73439
H -2.71764 -0.45849 7.79312
O 3.01348 1.88939 -0.45657
Br 0.35679 -2.46802 -4.53973
H -1.17288 -5.27712 11.57470
*
```

Properties
Kohn-Sham gap: 5.6 eV
M: 1314.97 u